Density functional theory data (ωB97M-V with the def2-TZVPD basis set) for a 3-piece molecular cluster, C4H15NO2 overall.

Total charge: 0
HOMO level (eV): -9.7
ΔE to the lowest compared entry with this formula, charge and spin (kcal per mole): 0.0
E (a.u.): -366.651159
Molar mass (Da): 109.17
Frontier orbital gap (eV): 10.7
SMILES: CC[C@@H](C)N.O.O

```
22
C4H15NO2 (ωB97M-V with the def2-TZVPD basis set)
C 1.44528 -2.14177 0.00665
C 1.54787 -0.97394 0.98810
C 0.45428 0.07181 0.80742
C 0.52041 1.13207 1.90254
N 0.54736 0.65235 -0.54554
H 1.56078 -1.79597 -1.01971
H 0.48702 -2.65241 0.10961
H 2.23306 -2.87085 0.19503
H 1.49629 -1.35903 2.00407
H 2.52822 -0.49762 0.86885
H -0.50866 -0.44776 0.86607
H -0.25932 1.88085 1.75746
H 1.49453 1.62968 1.88100
H 0.38993 0.68707 2.88992
H -0.08962 1.44482 -0.60339
H 1.47606 1.05712 -0.66372
O -2.26036 1.76629 -0.74035
H -2.20033 0.87320 -1.12372
H -3.16383 2.05714 -0.91804
O -1.54496 -0.75212 -1.78994
H -1.43965 -1.06833 -2.69494
H -0.64240 -0.47664 -1.51329
```

Löwdin population analysis, charges in e, atoms 1 to 4:
1 C -0.109
2 C -0.239
3 C -0.468
4 C -0.066

Density functional theory data (ωB97M-V with the def2-TZVPD basis set) for a 3-piece molecular cluster, C4H15NO2 overall in a non-equilibrium geometry.

Total charge: 0
HOMO level (eV): -9.4
ΔE to the lowest compared entry with this formula, charge and spin (kcal per mole): 50.4
E (a.u.): -366.570812
Molar mass (Da): 109.17
Frontier orbital gap (eV): 10.1
SMILES: CCCNC.O.O

```
22
C4H15NO2 (ωB97M-V with the def2-TZVPD basis set)
C -1.87371 -1.11362 0.26703
C -1.47126 0.26621 0.86456
C 0.07855 0.55141 0.87013
N 0.63512 0.35621 -0.47743
C 2.04959 0.79698 -0.57738
H -1.39292 -1.84939 0.83625
H -2.95792 -1.37184 0.08248
H -1.52682 -1.22693 -0.86485
H -2.02212 1.09094 0.28563
H -1.94573 0.48381 1.89638
H 0.28580 1.64834 1.08219
H 0.62651 -0.16790 1.58319
H 0.45586 -0.59021 -0.74393
H 2.42012 1.69219 -0.00827
H 2.69025 -0.06136 -0.23947
H 2.10641 1.08207 -1.62599
O -1.31349 1.92684 -1.76722
H -1.22857 1.75404 -2.64942
H -0.53799 1.48519 -1.24189
O 1.58539 -2.21595 1.14748
H 1.79744 -3.05350 0.75757
H 1.53952 -1.48353 0.52296
```

Löwdin population analysis, charges in e, atoms 1 to 4:
1 C -0.118
2 C -0.243
3 C -0.241
4 N -0.197

- Look up the HOMO level of the second one.
  -9.4 eV